Record 1
Here is a 2-piece molecular cluster, C7H15NO3S overall at a distorted geometry from OMol25. Energies are from the ωB97M-V functional and the def2-TZVPD basis.

Output
Energy relative to the best compared isomer or geometry (same formula, charge and spin), kJ/mol: 339.44
LUMO (spin up / spin down), eV: 0.369 / 0.369
Frontier orbital gap (spin up / spin down), eV: 9.0 / 9.0
E_HOMO (spin up / spin down), eV: -8.636 / -8.634
Charge: 0
Largest force on an atom, Eh/bohr: 0.0725

XYZ file:
```
27
Properties=species:S:1:pos:R:3:lowdin_charge:R:1
H 4.298 0.063 0.236 0.05
C -1.373 1.139 1.331 -0.11
H 3.910 -0.300 -1.530 0.10
O 2.071 1.814 0.615 -0.32
C -1.136 -0.837 -0.757 -0.10
C -2.708 0.470 0.769 -0.18
C -0.154 0.206 1.154 -0.15
O 2.298 1.970 -1.795 -0.32
S 2.458 1.180 -0.632 0.64
H -3.535 1.139 0.769 0.09
O 2.361 -1.617 0.238 -0.31
H -1.102 2.067 0.820 0.12
H -3.383 -0.542 -0.871 0.09
C -2.497 0.012 -0.667 -0.14
H -2.438 0.748 -1.456 0.11
C 1.188 -0.147 -0.899 -0.10
C 4.095 0.463 -0.720 -0.12
H 1.908 -2.462 0.174 -0.06
H -1.648 1.362 2.320 0.09
H 4.700 1.323 -0.834 0.06
H -1.119 -1.628 -0.004 0.14
H -0.927 -0.995 -1.733 0.08
H 0.696 0.618 1.570 0.07
H -3.036 -0.381 1.363 0.11
H -0.157 -0.708 1.713 0.13
H 1.286 -0.569 -1.966 0.16
N 0.011 -0.115 -0.267 -0.14
```

---

Record 2
Here is C42H47AsF6N7O3P2Se2SiV as an isolated structure at a distorted geometry from OMol25. Energies are from the ωB97M-V functional and the def2-TZVPD basis.

Output
Energy relative to the best compared isomer or geometry (same formula, charge and spin), kJ/mol: 127.14
Spin multiplicity: 2
LUMO (spin up / spin down), eV: -5.023 / -5.018
Frontier orbital gap (spin up / spin down), eV: 4.2 / 4.2
E_HOMO (spin up / spin down), eV: -9.222 / -9.223
Charge: +1
Largest force on an atom, Eh/bohr: 0.0422

XYZ file:
```
112
Properties=species:S:1:pos:R:3:lowdin_charge:R:1
C 5.884 2.033 -2.843 -0.04
C 1.587 3.000 -3.820 -0.16
N 0.470 -3.083 -2.050 0.05
H -5.435 -0.763 4.796 0.10
P -0.519 0.988 0.722 1.05
H 7.214 3.371 -1.815 0.11
C 0.312 2.898 2.486 -0.09
H 2.363 2.072 0.310 0.06
H -0.386 -1.692 4.174 0.10
H 1.804 -0.933 1.804 0.11
H -7.570 0.298 4.162 0.11
H 1.259 2.739 1.984 0.06
F 2.898 -1.775 -2.361 -0.33
H -1.154 4.930 4.751 0.11
N 0.092 -2.412 -4.215 0.24
H 1.172 3.084 -2.813 0.01
H -2.573 1.398 7.345 0.11
C -5.583 -0.399 3.787 -0.11
C -2.782 0.273 5.538 -0.09
H 4.841 1.196 1.865 0.13
Se -3.490 -3.389 3.922 0.28
F 2.953 -4.200 -2.297 -0.20
H 3.246 0.916 -5.747 0.03
C 0.191 3.898 3.438 -0.07
N 0.282 -5.348 -1.406 0.00
H 4.002 -1.050 1.812 0.14
C -7.006 0.572 2.111 -0.07
C 4.661 1.394 -2.758 -0.14
H -4.161 3.925 -0.987 0.11
O 1.160 -3.747 -0.042 -0.01
C 0.651 -4.060 -1.124 -0.55
H 3.211 1.229 2.529 0.11
C -3.655 2.975 -1.103 -0.06
H -6.189 0.672 0.127 0.10
H 4.048 -0.483 0.151 0.09
H 1.235 3.850 -4.404 0.04
H -3.803 0.591 5.377 0.09
F 5.248 -1.714 -1.520 -0.22
C 2.192 0.863 -6.022 -0.14
C 0.404 -6.323 -0.324 0.04
C -0.206 -4.723 -3.632 0.03
C -1.038 4.128 4.034 -0.06
C 0.133 -3.382 -3.309 -0.31
H -1.884 -0.422 -1.471 0.08
F 3.485 -2.801 -0.263 -0.25
O 1.243 0.122 -3.461 -0.68
C -0.750 1.370 -5.045 -0.14
C -0.135 -5.657 -2.653 0.01
H 3.518 3.164 1.107 0.12
H 1.044 4.514 3.693 0.11
H 1.452 -6.449 -0.057 0.11
H -2.266 3.388 0.467 0.10
As 4.149 -2.999 -1.892 0.79
C -2.591 2.665 -0.269 -0.08
H -0.391 -6.692 -2.828 0.15
C 3.404 2.201 0.607 -0.15
N -2.027 -2.695 1.232 0.01
H -0.241 0.679 7.736 0.11
C 5.477 2.895 -0.651 -0.01
H -4.908 2.321 -2.717 0.11
H -3.729 0.157 -2.966 0.11
F 5.211 -4.213 -1.351 -0.19
H 2.034 1.545 -6.860 0.04
C -2.162 -0.585 4.641 -0.37
H -0.501 -4.984 -4.636 0.12
C -6.789 0.176 3.423 -0.06
C -0.775 0.332 6.862 -0.07
C -0.848 -0.992 4.860 -0.11
H -0.024 -2.663 -5.181 0.13
H -2.874 1.749 2.474 0.10
C -4.800 -0.172 1.516 -0.09
H 5.769 3.494 0.202 0.12
C -1.949 1.431 -0.366 -0.36
C -6.017 0.389 1.157 -0.07
Se 1.090 0.373 -1.676 1.05
O 2.150 -0.655 0.947 -0.21
H -1.356 1.536 -4.151 0.02
H -1.061 0.422 -5.489 0.03
Si 1.077 1.364 -4.597 0.36
C 4.277 2.194 -0.621 -0.28
C -1.001 -0.732 1.112 -0.37
H 6.494 1.928 -3.728 0.11
C -3.415 0.864 -2.208 -0.09
H -0.982 2.160 -5.761 0.04
H -0.018 -7.272 -0.640 0.10
C 3.565 -0.338 1.112 -0.18
H 1.991 -0.150 -6.377 0.03
H -0.130 -5.947 0.548 0.11
C 3.785 1.090 1.608 -0.14
C -4.574 -0.548 2.837 -0.36
H 2.674 3.079 -3.739 0.02
C 6.286 2.817 -1.773 -0.04
H -7.955 1.008 1.828 0.11
C -2.132 3.346 3.693 -0.06
H -3.096 3.539 4.145 0.11
C -2.085 0.731 6.645 -0.07
C -2.362 0.543 -1.365 -0.14
C -4.075 2.076 -2.070 -0.08
C -1.967 -1.464 1.817 -0.38
F 4.678 -2.998 -3.527 -0.21
H -4.035 -0.331 0.769 0.09
H 0.482 -1.498 -3.986 0.07
H 4.280 0.804 -3.581 0.10
V 1.214 -1.748 -0.810 0.79
H 0.864 -0.852 6.137 0.11
N -1.166 -2.778 0.290 -0.02
C -0.154 -0.526 5.964 -0.07
N 3.886 1.483 -1.681 0.08
C -0.783 2.106 2.139 -0.37
C -2.008 2.333 2.756 -0.10
N -0.477 -1.633 0.202 -0.19
P -3.044 -1.413 3.287 0.52
```

---

Record 3
Here is a 3-piece molecular cluster, C6H18N2O2 overall from OMol25. Energies are from the ωB97M-V functional and the def2-TZVPD basis.

Output
Energy relative to the best compared isomer or geometry (same formula, charge and spin), kJ/mol: 0.00
LUMO, eV: -7.287
Frontier orbital gap, eV: 10.3
E_HOMO, eV: -17.607
Charge: +2
Largest force on an atom, Eh/bohr: 0.0116

XYZ file:
```
28
Properties=species:S:1:pos:R:3:lowdin_charge:R:1
H -0.819 2.324 -3.044 0.08
H 0.319 -0.036 3.301 0.18
O 0.021 2.075 -2.633 -0.04
H -0.922 2.504 2.700 0.10
H 0.630 2.784 -2.877 0.08
C 0.191 0.017 0.540 -0.10
H 2.157 -0.587 -1.082 0.12
H 0.738 2.171 2.214 0.10
H 0.557 0.432 -3.050 0.02
H 1.225 -0.017 0.906 0.14
H 1.129 -0.590 -4.101 0.09
C -1.427 -1.905 0.224 0.14
H -0.457 2.711 1.027 0.11
H -1.297 0.161 3.570 0.19
H 0.229 0.723 -0.295 0.13
H -2.232 -1.477 0.803 0.09
H 2.369 -2.173 -1.961 0.14
H -1.698 -2.864 -0.213 0.10
C -0.702 0.655 1.593 -0.33
H -1.749 0.622 1.298 0.16
O 0.885 -0.486 -3.172 -0.04
C -0.305 2.084 1.904 -0.02
H 0.360 -2.935 -1.119 0.18
N -0.607 -0.153 2.884 0.24
C -0.257 -1.320 0.025 -0.27
C 1.746 -1.549 -1.337 0.15
N 0.675 -2.019 -0.816 0.09
H -0.759 -1.150 2.711 0.16
```